# 1
DFT (ωB97M-V/def2-TZVPD) results for a cluster of 2 separate species, C4H15N5O3S in total at a distorted geometry.

Each line ends with the natural charge from an NBO analysis.
Atoms and positions in Å:
C 1.687 1.248 -1.323  0.7341
C -2.577 -0.838 2.728  -0.4327
C -0.219 -0.605 3.666  -0.4115
C -0.796 0.363 -3.242  -0.5312
N 2.944 0.887 -1.709  -0.3825
N 0.630 0.337 -1.324  -0.1781
N -1.177 -0.609 2.529  -0.6412
N 4.116 1.546 -1.227  -0.6673
N -0.293 -0.024 -1.997  0.0083
O 1.551 2.333 -0.674  -0.5727
O -1.490 0.947 0.547  -0.9541
O -1.224 -1.453 0.215  -0.7988
S -0.645 -0.245 1.127  1.7299
H -2.878 -1.824 2.566  0.2380
H -2.854 -0.708 3.743  0.2468
H -3.059 -0.161 1.974  0.2175
H -0.258 -1.541 4.192  0.2377
H 0.748 -0.452 3.149  0.2192
H -0.536 0.039 4.546  0.2480
H -1.884 0.645 -3.199  0.3017
H -0.181 1.033 -3.927  0.2329
H -0.807 -0.563 -3.818  0.2888
H 3.101 -0.040 -2.051  0.4274
H 2.393 2.712 -0.417  0.5420
H 4.405 2.290 -1.769  0.3922
H 4.931 0.988 -1.018  0.4207
H -1.756 1.862 0.848  0.5848
H -1.086 -1.337 -0.632  0.5000

The LUMO energy is -7.7998 eV. Its HOMO energy is -17.043 eV. As for the total energy: -28797.5739 eV. As for the HOMO-LUMO gap: 9.243 eV. Its net charge is +2.

# 2
DFT (ωB97M-V/def2-TZVPD) results for a cluster of 5 separate species, C31H57BF4O14 in total at a distorted geometry.

Each line ends with the Mulliken charge.
Atoms and positions in Å:
C 6.815 -0.398 5.087  -1.3067
C 6.572 -0.487 3.580  -0.4631
C 6.235 0.902 3.011  -0.8388
C 5.641 0.897 1.593  1.0757
C 6.427 0.069 0.571  -1.6223
C 4.193 0.490 1.643  -0.0270
O 3.773 -0.607 1.386  -0.5623
O 3.376 1.527 1.998  -0.3594
C 2.354 1.290 2.996  0.9587
C 1.138 0.637 2.322  -2.4064
C -0.146 0.634 3.179  -0.5392
C -1.063 -0.564 2.888  -1.0021
O -0.862 -1.148 1.603  -0.3309
C -1.474 -0.508 0.580  0.8124
C -1.590 -1.355 -0.646  -0.9450
O -1.868 0.631 0.694  -0.6209
B 2.844 0.403 4.272  1.4717
O 2.661 -0.965 4.253  -0.8026
O 3.483 0.975 5.325  -0.5035
C 3.076 0.663 6.650  -0.9451
C 2.031 2.719 3.491  0.4584
F 3.200 3.347 3.806  -0.3144
F 1.293 2.676 4.631  -0.3450
C 1.324 3.646 2.476  0.0323
F 0.868 4.736 3.142  -0.3260
F 2.230 4.071 1.573  -0.1625
H 5.981 0.106 5.581  0.1294
H 7.704 0.211 5.277  0.3978
H 6.968 -1.377 5.542  0.3588
H 7.517 -0.791 3.121  0.4646
H 5.789 -1.209 3.339  0.3547
H 7.177 1.460 2.951  0.5968
H 5.605 1.461 3.708  0.2940
H 5.648 1.937 1.248  0.1545
H 7.227 0.684 0.154  0.4020
H 6.840 -0.846 0.987  0.3206
H 5.778 -0.198 -0.264  0.4119
H 1.392 -0.388 2.059  0.8929
H 0.943 1.182 1.396  0.7963
H -0.721 1.536 2.962  0.4117
H 0.062 0.665 4.251  0.3688
H -2.099 -0.222 2.953  0.4515
H -0.952 -1.357 3.630  0.4338
H -1.080 -2.304 -0.504  0.2604
H -1.134 -0.825 -1.483  0.4009
H -2.649 -1.535 -0.829  0.1796
H 1.751 -1.252 4.119  0.3304
H 3.938 0.734 7.314  0.2817
H 2.675 -0.350 6.731  0.3639
H 2.319 1.377 6.981  0.2974
H 0.485 3.185 1.957  0.2677
O -1.851 -4.399 -0.552  -0.5138
C -2.803 -4.840 0.027  0.8584
O -3.386 -4.069 0.969  -0.3018
C -4.624 -4.413 1.596  -0.4556
C -4.429 -5.342 2.777  -1.0104
C -3.320 -6.237 -0.224  -1.2508
H -5.325 -4.817 0.865  0.3631
H -5.034 -3.462 1.932  0.3583
H -4.006 -6.298 2.471  0.2728
H -5.383 -5.531 3.270  0.3818
H -3.746 -4.893 3.497  0.2934
H -2.731 -6.933 0.372  0.3049
H -3.167 -6.463 -1.276  0.2819
H -4.372 -6.377 0.005  0.3883
O -4.165 -1.662 -2.792  -0.6141
C -3.661 -1.968 -3.838  0.9394
O -3.336 -3.264 -4.029  -0.4064
C -2.858 -3.768 -5.280  -0.3567
C -1.363 -3.585 -5.433  -1.0217
C -3.320 -0.948 -4.896  -1.0640
H -3.414 -3.329 -6.110  0.3020
H -3.105 -4.828 -5.260  0.3710
H -1.086 -2.531 -5.441  0.2645
H -1.021 -4.036 -6.365  0.3941
H -0.842 -4.059 -4.601  0.2761
H -2.357 -0.500 -4.653  0.2480
H -4.080 -0.171 -4.876  0.3173
H -3.281 -1.345 -5.906  0.3566
O 3.901 4.967 -2.906  -0.5715
C 4.081 5.738 -2.005  0.5958
O 4.538 6.975 -2.304  -0.3818
C 4.632 8.019 -1.332  -0.3900
C 5.924 7.956 -0.545  -0.9064
C 3.882 5.345 -0.560  -0.6629
H 3.756 8.019 -0.682  0.3762
H 4.593 8.939 -1.914  0.3148
H 5.996 7.038 0.037  0.2429
H 5.992 8.802 0.140  0.3402
H 6.777 7.987 -1.224  0.2985
H 4.783 4.841 -0.211  0.2216
H 3.054 4.648 -0.512  0.2449
H 3.661 6.174 0.106  0.2807
O -6.249 0.081 -7.407  -0.5669
C -7.146 -0.365 -6.748  0.7887
O -7.680 0.409 -5.785  -0.3714
C -8.836 0.033 -5.030  -0.4316
C -8.481 -0.839 -3.844  -0.8994
C -7.628 -1.789 -6.915  -0.9120
H -9.582 -0.432 -5.677  0.3550
H -9.258 0.976 -4.689  0.3231
H -8.041 -1.786 -4.156  0.2491
H -9.372 -1.054 -3.254  0.3663
H -7.755 -0.332 -3.209  0.2811
H -6.973 -2.443 -6.340  0.1749
H -7.545 -2.050 -7.967  0.3202
H -8.655 -1.958 -6.602  0.3360

The SMILES is CCC[C@@H](C)C(=O)O[C@@](CCCOC(C)=O)(B(O)OC)C(F)(F)C(F)F.CCOC(C)=O.CCOC(C)=O.CCOC(C)=O.CCOC(C)=O. The LUMO energy is 0.4610 eV. Its HOMO energy is -9.898 eV. As for the total energy: -73285.6782 eV. As for the HOMO-LUMO gap: 10.359 eV. Its net charge is 0.

# 3
DFT (ωB97M-V/def2-TZVPD) results for the ion C5H13N2 with charge +1 at a distorted geometry.

Each line ends with the natural charge from an NBO analysis.
Atoms and positions in Å:
C -2.471 0.922 -0.060  -0.6155
C -1.477 -0.225 -0.064  0.0168
C -0.103 0.299 -0.637  -0.5852
C 0.944 -0.666 -0.717  0.4055
C 2.279 -0.552 -0.143  -0.3650
N 2.620 0.631 0.534  -0.8638
N -1.225 -0.703 1.315  -0.8144
H -2.774 1.140 -1.083  0.2223
H -2.051 1.808 0.404  0.2248
H -3.326 0.601 0.535  0.2425
H -1.801 -1.014 -0.746  0.1881
H -0.279 0.597 -1.687  0.3231
H 0.191 1.193 -0.103  0.2617
H -1.903 -1.413 1.568  0.3883
H 0.813 -1.480 -1.436  0.2232
H 2.948 -0.691 -1.009  0.3046
H 2.434 -1.487 0.441  0.2872
H 2.156 0.956 1.364  0.4070
H 3.341 1.228 0.177  0.4137
H -0.314 -1.144 1.346  0.3351

The calculation puts the energy above the lowest of the compared OMol25 structures with the same formula, charge and spin at 87.15 kcal/mol. The LUMO energy is -6.6306 eV. Its HOMO energy is -13.846 eV. As for the total energy: -8367.0313 eV. As for the HOMO-LUMO gap: 7.215 eV. Its net charge is +1.

# 4
DFT (ωB97M-V/def2-TZVPD) results for a structure of composition C45H37N7O2Sr.

Each line ends with the Mulliken charge.
Atoms and positions in Å:
Sr -0.239 -0.499 1.615  1.4854
C -1.209 -4.117 2.236  -1.4027
C 0.249 -3.799 2.394  0.8538
C 1.231 -4.647 1.885  -0.6450
C 2.560 -4.313 2.044  -0.5506
C 2.885 -3.154 2.733  -0.9844
C 1.856 -2.362 3.214  0.9733
N 0.565 -2.670 3.036  -0.3610
C 2.200 -1.121 3.970  0.1815
C 3.041 -1.239 5.072  -0.7948
C 3.453 -0.090 5.721  -0.7552
C 3.028 1.132 5.235  -0.7903
C 2.174 1.163 4.139  0.1794
N 1.756 0.055 3.525  0.3936
C 1.714 2.482 3.622  0.5239
C 2.629 3.496 3.385  -0.9147
C 2.148 4.730 2.976  -0.5340
C 0.785 4.909 2.867  -0.9190
C -0.071 3.838 3.139  0.8405
C -1.559 4.016 3.099  -1.0346
N 0.397 2.634 3.468  -0.0347
H -1.485 -4.947 2.889  0.4250
H -1.436 -4.407 1.210  0.3559
H -1.821 -3.259 2.511  0.1626
H 0.936 -5.542 1.355  0.4433
H 3.338 -4.941 1.631  0.4626
H 3.913 -2.849 2.869  0.5160
H 3.354 -2.218 5.405  0.5290
H 4.098 -0.146 6.588  0.4413
H 3.327 2.060 5.702  0.5311
H 3.689 3.313 3.502  0.5267
H 2.830 5.542 2.759  0.4331
H 0.366 5.865 2.583  0.4205
H -1.855 4.812 3.785  0.5505
H -2.061 3.099 3.396  -0.0801
H -1.902 4.301 2.102  0.3084
N -1.046 1.791 0.480  0.0242
C -2.321 1.733 -0.143  0.2092
C -2.362 1.862 -1.529  -0.4860
C -3.556 1.794 -2.224  -0.6744
C -4.741 1.597 -1.531  -0.8658
C -4.700 1.458 -0.153  -0.5969
C -3.510 1.510 0.574  0.2867
C -3.532 1.282 2.051  0.2954
C -4.531 1.874 2.827  -0.3765
C -4.575 1.643 4.196  -0.7679
C -3.630 0.807 4.781  -0.7351
C -2.650 0.218 3.986  -0.7999
C -2.553 0.436 2.602  0.7906
H -0.387 2.310 -0.086  0.1948
H -1.056 2.151 1.430  -0.1956
H -1.431 2.014 -2.067  0.3607
H -3.555 1.894 -3.302  0.4027
H -5.685 1.537 -2.056  0.4030
H -5.616 1.273 0.396  0.4578
H -5.260 2.536 2.371  0.4523
H -5.340 2.114 4.802  0.3771
H -3.669 0.619 5.849  0.3619
H -1.934 -0.440 4.482  0.2967
C 2.528 2.937 -6.985  -0.8213
O 3.178 1.727 -7.314  -0.4545
C 2.569 0.566 -6.939  0.8870
C 3.239 -0.608 -7.279  -0.5628
C 2.697 -1.834 -6.949  -0.3053
C 1.504 -1.902 -6.235  -0.1541
C 0.826 -0.737 -5.921  -0.2181
C 1.351 0.500 -6.274  -0.4661
N 0.924 -3.191 -5.986  -0.7449
N 0.550 -3.523 -4.851  -0.2669
C 0.802 -2.729 -3.697  0.0730
C 2.017 -2.149 -3.408  -0.3339
C 2.246 -1.480 -2.207  -0.8254
C 1.257 -1.336 -1.227  0.6616
O 1.431 -0.685 -0.135  -0.8575
C -0.022 -1.962 -1.520  -0.5771
N -1.008 -1.828 -0.595  0.8644
C -2.191 -2.348 -0.831  -0.9543
C -2.488 -3.071 -1.997  -1.1081
C -1.511 -3.231 -2.940  -0.8256
C -0.234 -2.664 -2.730  0.9613
H 3.166 3.735 -7.354  0.2352
H 2.408 3.044 -5.903  0.3366
H 1.548 3.007 -7.464  0.3319
H 4.176 -0.531 -7.814  0.4274
H 3.194 -2.754 -7.228  0.3949
H -0.117 -0.790 -5.392  0.4080
H 0.806 1.398 -6.022  0.3767
H 2.826 -2.213 -4.125  0.4114
H 3.214 -1.035 -2.012  0.4491
H -2.953 -2.188 -0.075  0.5530
H -3.480 -3.481 -2.134  0.4569
H -1.695 -3.781 -3.853  0.4965

The calculation puts the energy above the lowest of the compared OMol25 structures with the same formula, charge and spin at 13.05 kcal/mol. The LUMO energy is -0.1108 eV. Its HOMO energy is -6.624 eV. As for the total energy: -62628.6062 eV. As for the HOMO-LUMO gap: 6.514 eV. Its net charge is 0.

# 5
DFT (ωB97M-V/def2-TZVPD) results for a cluster of 2 separate species, C5H11BCl2O2 in total at a distorted geometry.

Each line ends with the natural charge from an NBO analysis.
Atoms and positions in Å:
B -2.147 0.235 -2.765  1.2252
C 0.967 -0.082 -1.481  -0.6148
C 0.511 0.876 -0.465  -0.4512
C 0.449 0.310 0.943  -0.3784
C -0.669 -0.775 1.234  -0.4279
C -1.893 -0.083 1.791  -0.2081
O -2.130 -0.875 -3.193  -0.8335
O -2.172 1.412 -2.157  -0.9204
Cl -1.685 0.883 3.160  0.0451
Cl -3.303 -1.241 2.141  -0.1021
H 2.072 -0.145 -1.766  0.2128
H 0.422 -0.072 -2.484  0.2061
H 0.786 -1.145 -1.154  0.2117
H 1.032 1.826 -0.364  0.2122
H -0.411 1.112 -0.956  0.2206
H 0.322 1.021 1.666  0.2107
H 1.397 -0.186 1.211  0.2063
H -0.995 -1.400 0.382  0.2300
H -0.259 -1.320 1.977  0.2076
H -2.347 0.310 0.886  0.2165
H -2.870 2.034 -2.324  0.5315

The calculation puts the energy above the lowest of the compared OMol25 structures with the same formula, charge and spin at 16.87 kcal/mol. The SMILES is CCCCC(Cl)Cl.O=BO. The LUMO energy is -0.1463 eV. Its HOMO energy is -10.568 eV. As for the total energy: -35180.6209 eV. As for the HOMO-LUMO gap: 10.421 eV. Its net charge is 0.

# 6
DFT (ωB97M-V/def2-TZVPD) results for the molecule C2H6INO at a distorted geometry.

Each line ends with the natural charge from an NBO analysis.
Atoms and positions in Å:
C -1.779 0.924 0.576  -0.2962
C 2.564 -0.405 -1.314  -0.9376
N -0.355 -0.896 0.940  -0.5680
O -1.444 -0.460 0.234  -0.3958
I 1.484 0.000 0.389  0.8277
H -1.009 1.732 0.227  0.1843
H -1.839 1.186 1.699  0.1868
H -2.819 1.026 0.158  0.2109
H 3.266 -1.276 -1.407  0.2124
H 2.244 0.059 -2.330  0.2170
H -0.313 -1.889 0.829  0.3584

The calculation puts the energy above the lowest of the compared OMol25 structures with the same formula, charge and spin at 114.69 kcal/mol. The LUMO energy (spin up / spin down) is 0.0440 / 0.0195 eV. Its HOMO energy (spin up / spin down) is -7.370 / -7.518 eV. As for the total energy: -13803.0462 eV. As for the HOMO-LUMO gap (spin up / spin down): 7.414 / 7.537 eV. Its net charge is 0.